{"formula": "C28H44BBrN2O13", "method": "wB97M-V/def2-TZVPD", "symbols": ["C", "C", "O", "C", "C", "O", "C", "Br", "C", "C", "C", "N", "C", "C", "O", "O", "C", "O", "N", "C", "C", "C", "C", "C", "C", "C", "O", "C", "C", "O", "B", "O", "O", "C", "C", "H", "H", "H", "H", "H", "H", "H", "H", "H", "H", "H", "H", "H", "H", "H", "H", "H", "H", "H", "H", "H", "H", "H", "H", "H", "H", "H", "H", "H", "H", "H", "H", "H", "H", "H", "H", "H", "H", "H", "H", "O", "C", "C", "C", "O", "C", "O", "C", "C", "O", "H", "H", "H", "H"], "xyz": [[-3.914477, 3.875616, -0.000075], [-2.582818, 4.016315, -0.710895], [-1.625197, 3.188747, -0.067089], [-0.388763, 3.197191, -0.735499], [0.126380, 1.805718, -1.147358], [-0.306312, 0.751894, -0.306138], [-1.183484, -0.167106, -0.825207], [-2.753677, 0.713981, -1.747799], [-0.671514, -1.238513, -1.842157], [0.741913, -1.804466, -1.599439], [1.882997, -0.804550, -1.699789], [3.151372, -1.566043, -1.623564], [-0.754715, -0.900486, -3.347207], [-1.794280, -1.677293, -4.138643], [-2.993205, -1.631816, -3.979400], [-1.264581, -2.461432, -5.116247], [-1.587178, -2.427560, -1.470389], [-1.492965, -3.558628, -1.913956], [-2.471415, -2.041677, -0.490902], [-1.800854, -0.985734, 0.315120], [-2.660848, -0.266466, 1.347340], [-1.858357, 0.482249, 2.412265], [-2.606487, 1.692129, 2.964616], [-1.915091, 2.212545, 4.222324], [-0.477282, 2.664099, 3.955281], [0.023777, 3.761216, 4.883914], [-0.720942, 3.784267, 6.113262], [0.084916, 4.134759, 7.171391], [0.176717, 5.599078, 7.487930], [0.684767, 3.285153, 7.830794], [-0.742615, -1.789653, 1.244106], [-1.138973, -2.931137, 1.905476], [0.531589, -1.344541, 1.395604], [1.418915, -2.096177, 2.225265], [1.198164, -1.831624, 3.707649], [-4.326686, 2.902188, -0.237706], [-3.800384, 3.993872, 1.067288], [-4.592307, 4.618897, -0.405113], [-2.261133, 5.057999, -0.704545], [-2.713326, 3.689595, -1.740791], [0.374817, 3.675811, -0.124841], [-0.450246, 3.789649, -1.645471], [1.207547, 1.846852, -1.048263], [-0.075129, 1.620717, -2.195468], [0.838758, -2.274899, -0.628387], [0.963299, -2.575348, -2.327317], [1.825564, -0.170845, -0.820631], [1.832652, -0.225121, -2.613094], [3.916673, -0.917278, -1.495632], [3.112040, -2.105959, -0.769356], [0.194459, -1.161464, -3.790479], [-0.874377, 0.157777, -3.530093], [-0.336575, -2.228396, -5.211625], [-2.873477, -2.815594, 0.013746], [-3.228103, -1.041838, 1.865452], [-3.403615, 0.400574, 0.920799], [-1.648571, -0.147128, 3.277530], [-0.899369, 0.825069, 2.044792], [-2.671047, 2.467945, 2.216531], [-3.594186, 1.353987, 3.275980], [-2.506414, 2.971543, 4.719359], [-1.874592, 1.375667, 4.917000], [-0.439588, 3.048213, 2.936604], [0.181408, 1.805169, 3.979385], [0.008157, 4.727715, 4.384665], [1.064479, 3.551990, 5.120274], [-0.452845, 5.782941, 8.352410], [1.187227, 5.857216, 7.769802], [-0.158776, 6.236423, 6.680340], [-1.991880, -2.825842, 2.328435], [1.410237, -3.155383, 1.993351], [2.418661, -1.742510, 1.986832], [0.921533, -0.788069, 3.804943], [0.399199, -2.456439, 4.082822], [2.127950, -2.005920, 4.231998], [2.188080, -2.137333, -4.537002], [2.806816, -3.045878, -5.068191], [2.188542, -4.146820, -5.782438], [2.958573, -5.095930, -6.333628], [2.467694, -6.125050, -7.002121], [4.459810, -5.061346, -6.233848], [5.079407, -5.970724, -6.750334], [5.077215, -3.953188, -5.530457], [4.308059, -3.005491, -4.976748], [4.802413, -1.976587, -4.309497], [1.110081, -4.172352, -5.852800], [3.236426, -6.654219, -7.287902], [6.155777, -3.932752, -5.470045], [4.033598, -1.482164, -3.967096]], "atomic_forces_ev_per_a": [[0.35, -0.06, -0.62], [-0.48, -0.19, 0.39], [0.14, 0.14, -0.09], [0.10, -0.25, 0.03], [0.36, 0.32, 0.08], [-0.29, 0.26, -0.29], [-0.30, -0.02, 0.17], [0.04, 0.26, 0.11], [-0.20, -0.62, -0.13], [0.65, 0.52, 0.09], [0.25, -0.54, 1.01], [-0.24, 0.25, -0.47], [0.26, -0.33, -0.22], [-1.47, -0.03, -0.12], [1.42, -0.15, -0.08], [-0.33, 0.36, 0.05], [-0.55, -0.84, -0.29], [0.00, 0.93, -0.01], [0.35, 0.24, 0.17], [0.56, -0.70, 0.27], [-0.24, -0.06, 0.05], [-0.08, 0.61, 0.17], [0.21, -0.48, 0.72], [0.14, -0.44, -0.13], [-0.59, 0.32, -0.18], [0.47, -0.45, -0.15], [0.41, 0.25, 0.39], [1.32, -1.85, 1.32], [-0.21, -0.05, -0.05], [-1.45, 1.77, -1.55], [0.42, 0.69, -0.12], [0.18, 0.22, 0.26], [-0.20, -0.54, 0.02], [0.76, 0.38, 0.37], [-0.21, -0.05, -0.76], [-0.12, -0.26, 0.24], [-0.09, 0.10, 0.27], [-0.20, 0.21, 0.12], [0.22, 0.16, 0.00], [0.12, 0.03, -0.28], [-0.03, 0.08, 0.39], [-0.01, 0.13, -0.23], [0.22, -0.04, -0.05], [-0.29, -0.24, -0.10], [-0.17, -0.12, 0.12], [-0.42, -0.26, -0.25], [-0.16, 0.49, -0.12], [0.12, 0.14, -0.22], [0.15, 0.07, 0.05], [0.12, -0.22, 0.07], [0.41, 0.05, 0.05], [-0.36, 0.20, 0.03], [0.31, -0.21, 0.02], [-0.12, -0.15, 0.01], [-0.29, -0.10, 0.00], [-0.02, 0.06, -0.37], [0.12, -0.38, 0.01], [0.18, -0.08, -0.30], [-0.19, 0.17, -0.31], [-0.35, 0.18, -0.24], [-0.06, 0.33, -0.08], [-0.05, -0.02, 0.32], [0.13, 0.09, -0.19], [0.19, -0.18, 0.12], [-0.34, 0.28, 0.13], [0.20, 0.04, 0.08], [-0.16, 0.07, 0.16], [0.26, -0.05, 0.07], [-0.10, 0.01, -0.20], [-0.37, -0.29, -0.12], [-0.31, -0.22, -0.11], [0.12, 0.14, -0.26], [-0.01, 0.23, 0.24], [-0.10, -0.07, 0.30], [0.07, -0.13, 0.33], [-0.05, 0.06, -0.23], [-0.26, -0.31, -0.19], [-0.10, 0.25, 0.14], [-0.29, 0.07, 0.03], [0.09, -0.04, -0.02], [0.33, 0.32, 0.21], [-0.11, -0.18, -0.14], [0.06, -0.18, -0.13], [0.31, -0.05, 0.09], [-0.09, 0.07, -0.14], [-0.03, -0.05, 0.02], [0.07, -0.06, -0.02], [0.00, 0.02, 0.03], [-0.07, -0.05, 0.26]], "lowdin_charge": [-0.07, -0.30, -0.18, -0.18, -0.17, -0.08, -0.55, 0.99, -0.27, -0.11, -0.25, 0.02, -0.07, -0.49, 0.09, 0.11, -0.43, 0.12, 0.16, -0.30, -0.11, -0.19, -0.19, -0.19, -0.15, -0.17, -0.05, -0.49, 0.02, 0.10, -0.64, 0.20, 0.07, -0.22, -0.04, 0.05, 0.07, 0.08, 0.12, 0.09, 0.12, 0.12, 0.12, 0.10, 0.11, 0.12, 0.10, 0.11, 0.07, 0.07, 0.08, 0.09, 0.08, 0.15, 0.12, 0.09, 0.12, 0.10, 0.09, 0.12, 0.11, 0.11, 0.11, 0.11, 0.12, 0.12, 0.09, 0.09, 0.08, 0.11, 0.12, 0.12, 0.07, 0.08, 0.08, 0.08, -0.29, 0.08, -0.23, 0.13, -0.32, 0.11, 0.08, -0.23, 0.11, 0.13, 0.12, 0.14, 0.09], "total_charge": 0, "smiles": "CCOCCO[C@@]1(Br)[C@](CCN)(CC(=O)O)C(=O)N[C@@]1(CCCCCCOC(C)=O)B(O)OCC.O=C1C=C(O)C(=O)C=C1O", "total_energy_ha": -4779.9019}